No. 1
{
  "formula": "C9H8BNO4",
  "method": "ωB97M-V/def2-TZVPD",
  "species": ["C", "B", "O", "C", "C", "O", "C", "C", "C", "C", "C", "O", "N", "C", "O", "H", "H", "H", "H", "H", "H", "H", "H"],
  "positions_angstrom": [[3.12369, -0.44367, 0.88549], [2.14306, -0.36114, -0.44885], [2.77164, -0.15505, -1.78968], [0.52349, -0.54384, -0.22510], [-0.25891, -2.01653, -0.33153], [0.53825, -3.22596, -0.62312], [-1.88163, -2.11436, -0.11317], [-2.84494, -0.78852, 0.18915], [-2.04895, 0.66734, 0.31126], [-0.42291, 0.74978, 0.11952], [-0.09336, 2.33855, 0.35442], [1.07815, 2.88728, 0.70564], [-1.43400, 3.05324, 0.13945], [-2.61774, 2.17962, 0.59029], [-3.79765, 2.63115, 1.03832], [2.96759, 0.57039, 1.47654], [4.25787, -0.58391, 0.59033], [2.69874, -1.32850, 1.54379], [2.74635, 0.81915, -2.03802], [0.48464, -3.31064, -1.63843], [-2.41057, -3.15698, -0.17464], [-4.00610, -0.85900, 0.33955], [-1.51670, 2.99163, -0.90122]],
  "nbo_charge": [-1.039, 1.090, -0.950, -0.352, 0.321, -0.710, -0.243, -0.168, -0.141, -0.117, 0.664, -0.513, -0.707, 0.665, -0.496, 0.274, 0.253, 0.250, 0.511, 0.498, 0.249, 0.264, 0.398],
  "smiles": "CB(O)c1c(O)ccc2c1C(=O)NC2=O",
  "orbital_gap_ev": 7.75,
  "lumo_energy_ev": -1.7,
  "relative_energy_kj_mol": 1211.3,
  "total_charge": 0,
  "homo_energy_ev": -9.417
}

No. 2
{
  "formula": "C3H9O2PS",
  "method": "ωB97M-V/def2-TZVPD",
  "species": ["C", "C", "C", "S", "O", "O", "P", "H", "H", "H", "H", "H", "H", "H", "H", "H"],
  "positions_angstrom": [[-1.11319, 1.44777, 0.62714], [0.07502, 0.55327, 0.34781], [0.74827, 1.07391, -0.91113], [-0.56680, -1.16588, 0.13286], [-1.14181, -1.36450, -1.17287], [-1.36777, -1.45061, 1.29435], [1.49794, -2.29840, 0.25599], [-1.69848, 1.61495, -0.27005], [-1.61689, 0.97976, 1.49336], [-0.71716, 2.48471, 1.00979], [0.79887, 0.47172, 1.04698], [1.16935, 0.31090, -1.66557], [1.67851, 1.64830, -0.72589], [-0.00324, 1.73940, -1.55729], [1.33717, -2.65313, -1.01828], [0.92021, -3.39218, 1.11277]],
  "nbo_charge": [-0.626, -0.445, -0.634, 1.924, -0.930, -0.939, 0.023, 0.227, 0.242, 0.222, 0.228, 0.230, 0.227, 0.223, -0.010, 0.038],
  "smiles": "CC(C)S(=O)(=O)P",
  "orbital_gap_ev": 9.70,
  "lumo_energy_ev": 0.0,
  "relative_energy_kj_mol": 308.9,
  "total_charge": 0,
  "homo_energy_ev": -9.656
}

No. 3
{
  "formula": "C10H8CuF3NO5S",
  "method": "ωB97M-V/def2-TZVPD",
  "species": ["Cu", "O", "C", "O", "C", "O", "C", "C", "O", "O", "H", "H", "H", "H", "H", "F", "C", "F", "F", "C", "C", "C", "C", "N", "C", "S", "H", "H", "H"],
  "positions_angstrom": [[-0.05730, 0.49229, 0.87676], [-3.38430, 1.63349, 2.77756], [-2.59530, 1.04789, 1.90696], [-1.79320, 1.65569, 1.22806], [-2.82900, -0.44621, 1.81426], [-1.78540, -1.09731, 1.12286], [-1.00030, -1.93551, 1.97676], [-0.31790, -1.08131, 3.09546], [-0.21420, -1.52871, 4.21226], [0.03070, 0.09149, 2.72396], [-3.18500, 2.58209, 2.85556], [-2.96050, -0.83591, 2.83006], [-3.76690, -0.60991, 1.26596], [-1.61030, -2.72651, 2.42756], [-0.24060, -2.38351, 1.33306], [4.39390, 0.26489, -3.46344], [3.88000, 0.32329, -2.22204], [4.34160, -0.75911, -1.57994], [4.44350, 1.38679, -1.63914], [2.37390, 0.38099, -2.24384], [1.66490, 0.29269, -3.42494], [0.26950, 0.33499, -3.39794], [-0.36700, 0.44699, -2.17734], [0.30790, 0.51019, -1.03814], [1.65780, 0.48479, -1.03234], [2.29640, 0.54249, 0.53996], [2.19220, 0.18609, -4.36154], [-0.30130, 0.27169, -4.30954], [-1.44380, 0.47519, -2.09684]],
  "nbo_charge": [1.285, -0.644, 0.817, -0.660, -0.191, -0.557, -0.205, 0.736, -0.624, -0.824, 0.514, 0.233, 0.229, 0.202, 0.216, -0.327, 0.982, -0.314, -0.312, -0.233, -0.087, -0.308, 0.088, -0.610, 0.085, -0.168, 0.239, 0.231, 0.209],
  "s2": 0.756,
  "orbital_gap_ev": [8.52, 7.42],
  "lumo_energy_ev": [0.0, -1.0],
  "relative_energy_kj_mol": 0.0,
  "multiplicity": 2,
  "total_charge": 0,
  "homo_energy_ev": [-8.526, -8.434]
}

These records have total energy values of -727.97568 -1009.64088 -3155.14751 hartree, in the order they appear.
These records have max |F| values of 9.21 4.54 0.86 eV/Å, in the order they appear.